Molecular formula: C52H117F3N16O18
Method: DFT, ωB97M-V/def2-TZVPD

Properties
* DFT total energy: -4581.52707 Eh
* charge: 0
* gap between HOMO and LUMO: 0.319 hartree
* E_LUMO: 0.3 eV
* multiplicity: 1

Last column: Löwdin charge in e.
Cartesian coordinates (Å):
C: -4.89013 3.33067 -0.00494  -0.3594
O: -4.72789 3.36918 1.21755  -0.0268
N: -4.07623 3.76149 -0.98089  -0.1643
C: -4.62998 4.14347 -2.29384  -0.0369
C: -2.65619 4.00418 -0.73187  -0.0384
H: -5.82250 2.94964 -0.45014  0.1289
H: -3.84289 3.93443 -3.07673  0.0711
H: -4.87629 5.19387 -2.29330  0.0765
H: -5.53354 3.62918 -2.59702  0.0808
H: -2.42644 5.03876 -0.91889  0.0870
H: -2.48528 3.71069 0.28077  0.0708
H: -2.13719 3.38546 -1.48549  0.0797
C: -4.52983 -0.01660 0.89583  -0.2846
O: -3.98498 0.48044 -0.10243  -0.0758
N: -5.73433 -0.63107 0.89169  -0.1515
C: -6.13059 -1.58136 1.91939  -0.0514
C: -6.52115 -0.69447 -0.32700  -0.0471
H: -3.96925 -0.05308 1.82403  0.1280
H: -7.12561 -1.42690 2.18816  0.0658
H: -5.52599 -1.60421 2.81824  0.0666
H: -5.98110 -2.64379 1.56442  0.1085
H: -6.50043 -1.68497 -0.85561  0.1092
H: -7.57143 -0.47141 -0.15294  0.0857
H: -6.19016 0.08659 -0.97881  0.0684
C: 1.54974 0.08293 5.33853  -0.3060
O: 0.66668 0.20564 6.19880  -0.0212
N: 1.31688 -0.05538 3.99664  -0.1313
C: -0.00738 -0.34579 3.46886  -0.0478
C: 2.41957 -0.20254 3.02381  -0.0431
H: 2.60686 0.04527 5.57322  0.1249
H: -0.06566 -1.25509 2.83635  0.0736
H: -0.49203 0.56499 3.07593  0.0851
H: -0.68288 -0.56459 4.28464  0.0486
H: 3.34687 0.13060 3.50981  0.0864
H: 2.39466 -1.23291 2.71750  0.0542
H: 2.37384 0.46973 2.19808  0.0719
C: -2.33130 -4.40141 6.06162  -0.3312
O: -2.91144 -5.41093 6.46974  -0.0256
N: -1.90569 -3.38973 6.83843  -0.1880
C: -1.37148 -2.18161 6.17434  -0.0349
C: -2.35563 -3.24253 8.17494  -0.0668
H: -2.00535 -4.45468 4.99801  0.1279
H: -0.99561 -2.35230 5.21012  0.0401
H: -0.71678 -1.63564 6.79855  0.0609
H: -2.22996 -1.48395 6.01224  0.0942
H: -1.45634 -3.41331 8.81776  0.1050
H: -2.75632 -2.21573 8.35763  0.0987
H: -3.15561 -3.95899 8.41080  0.0892
C: -2.51343 6.40880 4.52770  -0.3632
O: -1.41844 5.92593 4.66504  0.0077
N: -3.01364 6.76561 3.29834  -0.1833
C: -4.42969 7.18892 3.09775  -0.0341
C: -2.22438 6.46778 2.15065  -0.0603
H: -3.22102 6.63763 5.29350  0.1189
H: -4.41765 8.10187 2.43662  0.1033
H: -4.89950 7.57408 4.02077  0.0835
H: -5.04663 6.36699 2.83162  0.0633
H: -2.67598 5.80970 1.42390  0.0667
H: -2.07314 7.47281 1.67595  0.1077
H: -1.21886 6.09434 2.34138  0.0698
C: 4.95726 1.40137 -3.85222  -0.3362
O: 4.00572 1.37320 -4.62122  -0.0130
N: 6.16249 0.94042 -4.19329  -0.1636
C: 6.36478 0.31473 -5.54477  -0.0001
C: 7.23750 1.11013 -3.23328  -0.0728
H: 4.89479 1.88821 -2.88712  0.1153
H: 6.53155 -0.75082 -5.40738  0.0836
H: 7.29026 0.67212 -5.93741  0.0727
H: 5.48783 0.43481 -6.20746  0.0839
H: 6.79999 1.44339 -2.21375  0.1065
H: 7.81502 0.20945 -3.02639  0.0792
H: 8.00494 1.85258 -3.48918  0.0826
C: 0.57863 -1.84015 -6.97422  -0.3816
O: -0.23233 -1.01536 -6.62310  0.0069
N: 1.89182 -1.83724 -6.76412  -0.1693
C: 2.77875 -2.90059 -7.36630  -0.0068
C: 2.47229 -0.68052 -6.13807  -0.0655
H: 0.30700 -2.78655 -7.55224  0.1451
H: 3.19651 -2.43369 -8.22434  0.0763
H: 2.19481 -3.75140 -7.66228  0.0797
H: 3.52044 -3.21405 -6.63909  0.0584
H: 2.01727 -0.46133 -5.15667  0.0878
H: 3.56407 -0.76165 -5.98620  0.0713
H: 2.27359 0.22157 -6.73524  0.0909
C: 1.06243 4.24172 -0.03103  -0.3656
O: 0.30012 4.79422 0.73300  -0.0111
N: 2.38107 4.42557 -0.04957  -0.1446
C: 3.18771 3.78852 -1.13275  -0.0213
C: 2.97806 5.34279 0.96102  -0.0184
H: 0.64218 3.54549 -0.81552  0.1293
H: 3.36367 4.54102 -1.88179  0.0816
H: 2.52107 3.10853 -1.64709  0.0628
H: 4.05349 3.34195 -0.68058  0.0782
H: 3.91239 4.91292 1.30633  0.0734
H: 3.35118 6.26569 0.49841  0.0867
H: 2.29141 5.55021 1.76469  0.0656
C: 0.05690 -5.49054 -3.96163  -0.3408
O: 0.12049 -4.26635 -4.06120  -0.0133
N: -1.00988 -6.26722 -3.78867  -0.1696
C: -0.95761 -7.67556 -3.61061  -0.0695
C: -2.34147 -5.60120 -3.95085  -0.0066
H: 1.03326 -6.04660 -3.96418  0.1402
H: -1.59645 -7.97557 -2.83946  0.0688
H: 0.05699 -7.97135 -3.36622  0.0886
H: -1.23518 -8.26827 -4.49045  0.0976
H: -2.52949 -5.22798 -4.98828  0.1117
H: -3.04999 -6.39325 -3.73099  0.0763
H: -2.51349 -4.85821 -3.17464  0.0649
C: -2.90609 -1.88463 -1.85451  -0.2834
O: -2.32448 -2.94362 -1.56300  -0.0526
N: -2.76732 -1.24545 -3.05856  -0.1563
C: -3.10265 0.15955 -3.01602  -0.0602
C: -1.91459 -1.76043 -4.10747  -0.0373
H: -3.43194 -1.29388 -1.05089  0.1219
H: -3.83910 0.34466 -2.23012  0.0636
H: -3.43573 0.54102 -3.93696  0.0647
H: -2.30697 0.87894 -2.73813  0.0794
H: -0.91553 -1.24960 -4.06988  0.0955
H: -1.80678 -2.84909 -4.04713  0.0502
H: -2.36160 -1.44481 -5.04486  0.0823
C: 3.28127 2.77321 4.17717  -0.3843
O: 3.65517 2.67707 3.04431  0.0046
N: 2.08843 3.30991 4.55744  -0.1668
C: 1.85417 3.61761 5.98670  -0.0405
C: 1.04479 3.75951 3.60746  -0.0193
H: 3.86944 2.34669 5.01368  0.1332
H: 0.81607 3.34308 6.19599  0.0816
H: 2.06369 4.68772 6.17908  0.0939
H: 2.54904 2.94045 6.53568  0.0863
H: 0.94198 4.84343 3.58168  0.0838
H: 1.38418 3.32424 2.67773  0.0686
H: 0.11105 3.39601 3.90384  0.0610
C: -1.60579 2.75083 -5.14371  -0.3328
O: -2.54192 3.04510 -4.41702  -0.0259
N: -0.38184 3.26039 -5.05220  -0.1731
C: 0.01151 4.17302 -3.95755  -0.0234
C: 0.70869 2.72840 -5.81651  -0.0620
H: -1.70950 2.07926 -6.01085  0.1423
H: -0.82454 4.41499 -3.33402  0.0654
H: 0.37547 5.10990 -4.39317  0.0909
H: 0.84873 3.80046 -3.36256  0.0626
H: 0.33112 1.83180 -6.39786  0.0935
H: 1.09680 3.48896 -6.52999  0.0948
H: 1.50934 2.46818 -5.11026  0.0766
C: 3.44936 -4.37068 -4.43254  -0.3685
O: 4.18240 -5.10792 -5.07045  -0.0023
N: 3.70215 -3.82748 -3.20626  -0.1754
C: 2.76602 -2.86365 -2.60672  -0.0427
C: 4.81933 -4.35400 -2.44235  -0.0563
H: 2.42536 -4.08014 -4.77294  0.1129
H: 3.30251 -1.96699 -2.33880  0.0731
H: 2.28529 -3.35272 -1.75324  0.0769
H: 2.03348 -2.54125 -3.37559  0.0820
H: 5.64669 -3.59919 -2.27349  0.0960
H: 4.40749 -4.64155 -1.44273  0.0836
H: 5.31213 -5.25042 -2.88830  0.0939
C: 0.29726 0.32668 -1.82625  -0.3556
O: 0.16940 1.38861 -2.39315  0.0041
N: -0.22736 -0.05335 -0.65470  -0.1428
C: 0.11928 -1.35318 -0.11741  -0.0365
C: -0.97426 0.88778 0.19003  -0.0116
H: 0.90413 -0.48033 -2.18602  0.1125
H: 0.36047 -2.02421 -0.92952  0.0757
H: -0.80144 -1.72019 0.22035  0.0583
H: 0.90803 -1.21444 0.68040  0.0960
H: -1.28855 1.74720 -0.44522  0.0700
H: -1.93200 0.54318 0.57954  0.0635
H: -0.31952 1.19264 1.04182  0.0853
C: -4.78073 1.18365 4.12918  -0.3078
O: -4.60724 -0.02556 4.19894  -0.0255
N: -4.04368 2.13367 4.78593  -0.1721
C: -4.10833 3.52868 4.52193  -0.0666
C: -3.06339 1.64242 5.74076  -0.0327
H: -5.45496 1.64768 3.37889  0.1353
H: -3.23342 3.95264 4.07461  0.0717
H: -4.18373 4.01438 5.49386  0.0911
H: -5.05756 3.70858 4.02038  0.0901
H: -2.10432 2.17350 5.68866  0.0906
H: -3.40449 1.68923 6.74538  0.0815
H: -2.74040 0.62013 5.51142  0.0611
C: 0.74949 -4.13208 2.30327  -0.3277
O: 0.47939 -3.36460 3.20211  -0.0051
N: -0.13800 -4.69591 1.45687  -0.1740
C: 0.21444 -5.33815 0.25332  -0.0893
C: -1.59261 -4.57041 1.58717  -0.0266
H: 1.82352 -4.35910 2.08803  0.1263
H: -0.19126 -6.37158 0.13684  0.1025
H: 1.30279 -5.44611 0.20926  0.0826
H: -0.04033 -4.75854 -0.65215  0.0882
H: -2.13367 -5.53847 1.68158  0.0997
H: -1.79327 -4.06889 2.56764  0.0872
H: -2.02816 -4.12397 0.71658  0.0581
C: 4.34649 -3.57505 3.54058  -0.0671
C: 5.32292 -3.63211 2.43333  -0.1650
O: 5.46025 -2.29688 1.85070  0.0373
C: 4.47581 -1.98474 1.00415  -0.3768
O: 3.43603 -2.56667 0.79048  0.1109
C: 4.81410 -0.62102 0.28000  -0.5103
F: 5.33192 0.18262 1.20000  0.1662
F: 5.73846 -0.66662 -0.68431  0.1506
F: 3.71552 0.00010 -0.24876  0.1268
H: 3.37697 -3.13555 3.26188  0.0495
H: 4.69391 -3.13295 4.44319  0.0742
H: 3.87174 -4.58463 3.81011  0.1199
H: 4.95038 -4.28882 1.61508  0.1360
H: 6.27550 -3.87804 2.76678  0.1062

Forces on atoms 1 to 6 (eV/Å):
C -0.539 0.385 0.371
O 0.394 -0.291 -0.829
N -0.427 -0.047 -0.117
C 1.694 -0.498 -0.541
C -1.071 -0.513 -1.324
H -0.239 0.019 0.183

***

Molecular formula: C23H29N3O3
Method: DFT, ωB97M-V/def2-TZVPD

Properties
* DFT total energy: -1283.84452 Eh
* charge: 0
* SMILES: CCN(CC)c1ccc(C(=O)OCC(=O)N2CCN(c3ccccc3)CC2)cc1
* gap between HOMO and LUMO: 0.306 hartree
* E_LUMO: 0.7 eV
* energy above the lowest of the compared OMol25 structures with the same formula, charge and spin: 57.39 kcal per mole
* multiplicity: 1

Last column: natural (NBO) charge in e.
Cartesian coordinates (Å):
C: -5.59930 -0.66554 -1.58699  -0.6222
C: -5.45635 -0.86312 -0.07616  -0.2011
N: -4.33570 -0.15634 0.50218  -0.4173
C: -4.54632 1.23217 0.85606  -0.2047
C: -3.92099 2.20611 -0.14421  -0.6200
C: -3.08756 -0.71211 0.54849  0.2172
C: -2.79919 -1.94193 -0.07409  -0.3045
C: -1.54885 -2.50402 0.00217  -0.1112
C: -0.51461 -1.87527 0.69834  -0.2601
C: 0.80030 -2.51375 0.74306  0.7950
O: 1.07281 -3.57368 0.21716  -0.6259
O: 1.70991 -1.78033 1.41820  -0.5109
C: 3.01089 -2.32248 1.58672  -0.1731
C: 4.08785 -1.37386 1.05717  0.6603
O: 4.88929 -0.86850 1.81985  -0.6186
N: 4.13439 -1.15979 -0.27372  -0.4275
C: 3.22322 -1.64586 -1.28046  -0.2521
C: 2.22186 -0.52515 -1.65201  -0.2116
N: 2.81827 0.77464 -1.41984  -0.4552
C: 2.29340 1.61215 -0.44387  0.2658
C: 3.09648 2.38023 0.40221  -0.2899
C: 2.53256 3.24724 1.31831  -0.1839
C: 1.15904 3.37730 1.41817  -0.2618
C: 0.35312 2.62925 0.57734  -0.1845
C: 0.90594 1.76219 -0.34297  -0.2942
C: 4.22651 0.78511 -1.73032  -0.2308
C: 5.02855 -0.13895 -0.78715  -0.2420
C: -0.78411 -0.65599 1.32253  -0.1338
C: -2.03279 -0.08962 1.24474  -0.2519
H: -5.83940 0.36909 -1.81765  0.2044
H: -4.67501 -0.92639 -2.09597  0.2125
H: -6.39897 -1.29563 -1.96794  0.2136
H: -5.35869 -1.92651 0.15393  0.2027
H: -6.36670 -0.51095 0.41877  0.1984
H: -5.62342 1.40591 0.90041  0.2035
H: -4.14789 1.42286 1.85779  0.1951
H: -4.38661 2.10674 -1.12102  0.2075
H: -4.05471 3.22829 0.20081  0.2138
H: -2.85794 2.00939 -0.25508  0.2125
H: -3.55486 -2.46398 -0.63690  0.2136
H: -1.34238 -3.44480 -0.48575  0.2328
H: 3.18678 -2.43373 2.66117  0.2189
H: 3.06864 -3.30466 1.10174  0.2261
H: 2.69385 -2.53707 -0.95123  0.2467
H: 3.82402 -1.92121 -2.15447  0.1938
H: 1.93761 -0.62686 -2.70792  0.1895
H: 1.32336 -0.62141 -1.04264  0.2151
H: 4.17052 2.29600 0.36969  0.2098
H: 3.17852 3.81966 1.96809  0.2124
H: 0.72273 4.05345 2.13776  0.2102
H: -0.72114 2.73125 0.63055  0.2039
H: 0.25487 1.20775 -1.00270  0.2150
H: 4.32513 0.43539 -2.76430  0.1949
H: 4.60423 1.80653 -1.68887  0.2217
H: 5.43010 0.39721 0.07443  0.2425
H: 5.86053 -0.60937 -1.32391  0.1938
H: -0.00039 -0.15339 1.86737  0.2393
H: -2.19137 0.84632 1.75296  0.2066

Forces on atoms 1 to 6 (eV/Å):
C -0.002 -0.076 0.270
C -0.099 -0.137 -0.280
N -0.182 0.005 0.112
C 0.200 0.267 -0.031
C -0.126 -0.108 0.191
C 0.201 -0.103 0.094

***

Molecular formula: C23H33BiFNO2P2
Method: DFT, ωB97M-V/def2-TZVPD

Properties
* DFT total energy: -2098.35931 Eh
* charge: 0
* gap between HOMO and LUMO: 0.160 hartree
* E_LUMO: -0.1 eV
* energy above the lowest of the compared OMol25 structures with the same formula, charge and spin: 5.77 kcal per mole
* multiplicity: 1

Last column: natural (NBO) charge in e.
Cartesian coordinates (Å):
C: 3.99885 1.54281 0.42259  -0.2401
C: 2.75305 0.93867 0.61579  0.2451
N: 1.87957 0.91003 -0.40588  -0.4893
C: 2.14628 1.49006 -1.59438  0.2338
C: 3.41862 2.00146 -1.86128  -0.2434
C: 4.36999 2.02448 -0.84572  -0.1445
C: 2.45351 0.23753 1.95150  -0.7609
P: 0.86741 -0.65538 2.17258  0.9133
Bi: -0.43901 -0.69980 -0.19975  1.1252
P: -0.62432 1.13355 -2.14974  0.9322
C: 1.09945 1.53463 -2.72386  -0.7454
C: -2.62539 -0.95817 0.54427  -0.3863
C: -3.13169 -2.25670 0.56207  -0.2614
C: -4.47074 -2.46494 0.94912  -0.2111
C: -5.27037 -1.36908 1.30751  -0.2145
C: -4.73555 -0.07263 1.30967  -0.2168
C: -3.39312 0.13585 0.94946  -0.1960
O: 1.35106 4.34365 3.80943  -0.9295
O: -0.52518 4.24930 0.53430  -1.0301
H: 4.72827 1.48921 1.21265  0.2205
H: 3.61754 2.42625 -2.84872  0.2228
H: 5.36537 2.44818 -1.01796  0.2299
C: 1.59119 -2.17425 2.82987  -0.9494
C: -0.05476 0.08652 3.54094  -0.9520
H: 1.08405 2.56063 -3.16436  0.2547
H: 1.39084 0.81148 -3.52520  0.2501
H: 2.57852 0.96782 2.84170  0.2671
H: 3.21686 -0.52970 2.11243  0.2520
C: -1.66103 0.63353 -3.54589  -0.9496
C: -1.30427 2.71716 -1.66099  -0.9936
H: -2.51417 -3.11855 0.28535  0.1989
H: -4.87318 -3.48245 0.95984  0.2116
H: -6.31071 -1.53294 1.58615  0.2165
H: -5.36284 0.77535 1.59049  0.2268
H: -2.97104 1.14520 0.99694  0.2242
H: -1.23366 4.11785 1.16533  0.5103
H: -0.68362 5.14858 0.19622  0.4663
H: 0.91879 3.52099 3.45678  0.4706
H: 2.09760 4.48142 3.21482  0.4535
H: -2.15508 4.18101 2.88107  -0.8412
H: 2.07693 -1.91033 3.78569  0.2279
H: 0.87669 -2.98550 3.00326  0.2455
H: 2.36996 -2.54777 2.14591  0.2414
H: 0.32455 -0.34509 4.47403  0.2381
H: 0.05812 1.17923 3.53457  0.2672
H: -1.12443 -0.15180 3.46307  0.2698
H: -1.20207 3.46536 -2.45480  0.2296
H: -2.35946 2.60622 -1.39477  0.2552
H: -0.77034 3.06368 -0.77227  0.3212
H: -1.57352 1.38288 -4.35264  0.2302
H: -1.36227 -0.36767 -3.89614  0.2380
H: -2.69323 0.58642 -3.15713  0.2602
F: 1.39040 -5.94287 -3.32974  -0.3307
C: 1.07024 -4.80503 -2.63173  0.3947
C: 1.12362 -3.58128 -3.32243  -0.2622
C: 0.77571 -2.42228 -2.59331  -0.2258
C: 0.35103 -2.53706 -1.26983  -0.3711
C: 0.34039 -3.76054 -0.60120  -0.2150
C: 0.69927 -4.93600 -1.28908  -0.2743
H: 1.42426 -3.52626 -4.36250  0.2352
H: 0.86065 -1.45922 -3.08932  0.2037
H: 0.06904 -3.83273 0.45227  0.2121
H: 0.68738 -5.91100 -0.79706  0.2388

Forces on atoms 1 to 6 (eV/Å):
C 0.316 -0.410 -0.638
C 0.292 0.284 -0.797
N -0.182 0.532 -0.128
C 0.618 -0.293 0.320
C -0.122 0.383 -0.030
C -0.559 -0.030 0.552

***

Molecular formula: C4H2IO2
Method: DFT, ωB97M-V/def2-TZVPD

Properties
* DFT total energy: -601.75011 Eh
* charge: -1
* gap between HOMO and LUMO: 0.217 hartree
* E_LUMO: 3.2 eV
* energy above the lowest of the compared OMol25 structures with the same formula, charge and spin: 24.82 kcal per mole
* multiplicity: 1

Last column: natural (NBO) charge in e.
Cartesian coordinates (Å):
C: -2.05521 -0.01401 0.32260  -0.4219
C: -1.05687 0.66334 0.31796  -0.0822
C: 1.46016 -1.58572 -0.46610  1.0634
C: 0.31276 0.84807 0.17132  -0.7114
O: 1.51351 -1.83804 0.67940  -0.5595
O: 1.48687 -1.61971 -1.63562  -0.5517
I: 0.59888 2.77198 -0.92088  -0.1317
H: -3.12507 -0.09369 0.27746  0.2020
H: 0.86497 0.86778 1.25387  0.1932

Forces on atoms 1 to 6 (eV/Å):
C -3.070 -0.066 -0.331
C 1.760 -0.747 -0.190
C -0.177 -0.567 0.256
C 2.166 0.699 2.244
O 0.049 0.386 -0.818
O -0.005 0.380 0.658

***

Among the records above, which one has the highest E_LUMO? C4H2IO2

***

Which of these has the lowest E_LUMO? C23H33BiFNO2P2